No. 1
{"formula": "C37H34CeFN2O4P", "method": "ωB97M-V/def2-TZVPD", "symbols": ["Ce", "C", "C", "C", "C", "C", "C", "C", "F", "C", "C", "C", "O", "C", "C", "N", "C", "C", "O", "O", "H", "H", "H", "H", "H", "H", "H", "H", "H", "H", "H", "O", "C", "C", "C", "C", "C", "C", "C", "P", "C", "C", "C", "C", "C", "C", "C", "C", "C", "C", "C", "C", "H", "H", "H", "H", "H", "H", "H", "H", "H", "H", "H", "H", "H", "H", "C", "C", "C", "C", "N", "H", "H", "H", "H", "H", "H", "H", "H", "H"], "coordinates": [[-1.277, -1.342, -1.683], [3.469, -1.482, 4.353], [4.359, -1.241, 3.140], [5.468, -2.342, 3.018], [6.311, -2.299, 1.711], [5.444, -2.028, 0.496], [6.035, -2.095, -0.769], [5.212, -1.970, -1.920], [5.666, -2.489, -3.114], [3.876, -1.633, -1.751], [3.340, -1.250, -0.504], [1.911, -0.986, -0.396], [1.125, -1.240, -1.412], [1.509, -0.501, 0.914], [2.382, -0.403, 1.957], [3.571, -1.104, 1.918], [4.125, -1.464, 0.679], [0.085, 0.021, 1.107], [0.297, 1.740, 2.523], [-0.842, -0.712, 0.378], [4.105, -1.960, 5.103], [2.619, -2.142, 4.220], [3.124, -0.502, 4.772], [4.798, -0.239, 3.229], [5.002, -3.303, 3.111], [6.121, -2.200, 3.866], [6.859, -3.255, 1.737], [7.096, -1.532, 1.844], [7.068, -2.458, -0.976], [3.126, -1.787, -2.505], [2.216, 0.181, 2.881], [-2.845, -0.339, -3.439], [-2.731, 0.510, -2.525], [-3.565, 1.681, -2.406], [-4.845, 1.759, -3.066], [-5.714, 2.612, -2.456], [-5.374, 3.544, -1.451], [-4.020, 3.624, -1.062], [-3.130, 2.617, -1.480], [-1.442, 2.497, -1.102], [-0.666, 4.088, -1.379], [-0.831, 5.101, -0.469], [-0.449, 6.403, -0.794], [0.389, 6.636, -1.907], [0.592, 5.604, -2.826], [0.094, 4.326, -2.541], [-1.238, 2.234, 0.681], [0.099, 1.635, 1.040], [-0.222, 0.268, 2.630], [-1.586, 0.367, 3.053], [-2.481, 1.223, 2.512], [-2.378, 2.117, 1.391], [-5.013, 1.124, -3.928], [-6.783, 2.677, -2.759], [-6.135, 4.271, -1.175], [-3.701, 4.426, -0.424], [-1.266, 4.839, 0.460], [-0.678, 7.234, -0.092], [0.870, 7.610, -2.083], [1.251, 5.724, -3.711], [0.182, 3.492, -3.181], [0.935, 1.962, 0.435], [0.404, -0.272, 3.357], [-1.927, -0.224, 3.855], [-3.562, 1.041, 2.862], [-3.313, 2.579, 1.097], [-2.968, -3.450, 0.154], [-2.822, -4.112, -1.249], [-2.225, -5.517, -1.277], [-4.152, -4.223, -1.997], [-1.979, -3.228, -2.074], [-3.712, -4.006, 0.775], [-3.399, -2.412, 0.105], [-2.008, -3.485, 0.701], [-2.876, -6.247, -0.727], [-1.325, -5.566, -0.718], [-2.087, -5.955, -2.302], [-4.920, -4.656, -1.305], [-4.131, -4.893, -2.847], [-4.521, -3.221, -2.287]], "e_lumo_ev": [-0.815, -0.815], "homo_energy_ha": [-0.243, -0.243], "charge": 0}

No. 2
{"formula": "C48H108O34P4S9", "method": "ωB97M-V/def2-TZVPD", "symbols": ["C", "O", "P", "O", "O", "C", "O", "C", "H", "H", "H", "H", "H", "H", "H", "H", "H", "C", "O", "P", "O", "O", "C", "O", "C", "H", "H", "H", "H", "H", "H", "H", "H", "H", "C", "O", "P", "O", "O", "C", "O", "C", "H", "H", "H", "H", "H", "H", "H", "H", "H", "C", "O", "P", "O", "O", "C", "O", "C", "H", "H", "H", "H", "H", "H", "H", "H", "H", "C", "C", "C", "S", "O", "O", "C", "H", "H", "H", "H", "H", "H", "H", "H", "C", "C", "C", "S", "O", "O", "C", "H", "H", "H", "H", "H", "H", "H", "H", "C", "C", "C", "S", "O", "O", "C", "H", "H", "H", "H", "H", "H", "H", "H", "C", "C", "C", "S", "O", "O", "C", "H", "H", "H", "H", "H", "H", "H", "H", "C", "C", "C", "S", "O", "O", "C", "H", "H", "H", "H", "H", "H", "H", "H", "C", "C", "C", "S", "O", "O", "C", "H", "H", "H", "H", "H", "H", "H", "H", "C", "C", "C", "S", "O", "O", "C", "H", "H", "H", "H", "H", "H", "H", "H", "C", "C", "C", "S", "O", "O", "C", "H", "H", "H", "H", "H", "H", "H", "H", "C", "C", "C", "S", "O", "O", "C", "H", "H", "H", "H", "H", "H", "H", "H"], "coordinates": [[5.852, -4.288, 5.277], [5.993, -2.932, 4.904], [4.683, -1.952, 5.235], [4.418, -1.653, 6.664], [4.962, -0.576, 4.348], [3.972, 0.467, 4.301], [3.446, -2.716, 4.388], [3.506, -2.866, 2.988], [6.388, -4.981, 4.629], [4.804, -4.587, 5.297], [6.225, -4.340, 6.300], [3.637, 0.635, 5.324], [3.070, 0.314, 3.708], [4.449, 1.355, 3.885], [2.802, -2.201, 2.487], [3.139, -3.869, 2.769], [4.491, -2.717, 2.548], [-1.035, -1.816, 4.405], [-1.850, -2.746, 5.130], [-1.334, -4.129, 5.823], [-1.020, -3.975, 7.246], [-0.064, -4.521, 4.857], [1.132, -4.987, 5.457], [-2.485, -5.209, 5.470], [-3.709, -5.255, 6.235], [0.034, -2.030, 4.413], [-1.149, -0.812, 4.814], [-1.295, -1.896, 3.349], [1.951, -4.587, 4.860], [1.124, -6.073, 5.555], [1.282, -4.575, 6.455], [-4.622, -5.009, 5.692], [-3.686, -4.559, 7.073], [-3.828, -6.302, 6.516], [3.088, 2.643, -4.512], [3.298, 1.343, -5.096], [4.756, 0.666, -5.290], [4.734, -0.688, -5.947], [5.365, 0.579, -3.758], [6.252, -0.470, -3.378], [5.694, 1.706, -6.039], [6.751, 1.230, -6.833], [2.292, 2.604, -3.768], [2.823, 3.426, -5.223], [3.914, 3.034, -3.919], [6.845, -0.077, -2.551], [6.884, -0.639, -4.250], [5.815, -1.389, -2.988], [7.491, 0.670, -6.260], [7.182, 2.061, -7.390], [6.332, 0.536, -7.562], [-4.450, -1.818, 0.740], [-4.975, -3.152, 0.895], [-4.990, -3.754, 2.425], [-3.620, -3.849, 2.985], [-6.030, -2.715, 3.166], [-6.121, -2.526, 4.543], [-5.910, -5.066, 2.424], [-5.838, -6.085, 3.355], [-3.360, -1.814, 0.754], [-4.793, -1.162, 1.539], [-4.765, -1.399, -0.216], [-6.236, -1.450, 4.673], [-5.181, -2.941, 4.907], [-6.926, -2.996, 5.107], [-6.420, -6.961, 3.069], [-6.290, -5.743, 4.286], [-4.812, -6.399, 3.545], [-6.335, 2.888, -2.585], [-5.060, 3.719, -2.570], [-3.851, 2.870, -2.781], [-4.322, 1.229, -2.068], [-3.651, 1.085, -0.775], [-4.191, 0.219, -3.092], [-6.100, 1.661, -1.756], [-6.493, 2.664, -3.640], [-7.250, 3.418, -2.319], [-5.015, 4.154, -1.571], [-4.959, 4.502, -3.321], [-2.848, 3.171, -2.478], [-3.684, 2.717, -3.848], [-6.136, 1.847, -0.682], [-6.714, 0.767, -1.863], [-0.208, 5.188, 3.607], [-0.037, 5.516, 5.078], [-0.442, 4.304, 5.989], [0.222, 2.748, 5.140], [-0.838, 1.717, 5.067], [1.570, 2.380, 5.594], [0.328, 3.697, 3.473], [0.427, 5.870, 3.042], [-1.209, 5.411, 3.237], [-0.380, 6.515, 5.348], [1.033, 5.716, 5.143], [-1.529, 4.241, 5.922], [-0.179, 4.303, 7.047], [-0.215, 3.090, 2.747], [1.387, 3.533, 3.274], [0.007, 5.841, -0.198], [1.207, 5.487, -1.020], [0.983, 5.779, -2.532], [-0.771, 5.275, -2.720], [-0.844, 4.001, -3.396], [-1.513, 6.461, -3.226], [-1.154, 5.123, -0.913], [-0.141, 6.920, -0.183], [0.126, 5.501, 0.831], [1.447, 4.424, -0.980], [2.052, 5.985, -0.544], [1.663, 5.293, -3.231], [0.927, 6.850, -2.725], [-1.233, 4.058, -0.697], [-2.162, 5.516, -0.782], [-4.797, 1.038, 3.254], [-5.589, 1.618, 2.104], [-5.204, 3.141, 1.828], [-3.442, 3.198, 2.390], [-3.425, 4.137, 3.489], [-2.545, 3.349, 1.259], [-3.372, 1.436, 3.016], [-4.860, -0.046, 3.349], [-5.091, 1.418, 4.233], [-6.642, 1.518, 2.367], [-5.402, 1.071, 1.180], [-5.887, 3.824, 2.333], [-5.441, 3.518, 0.833], [-2.599, 1.353, 3.780], [-3.006, 0.833, 2.186], [3.817, -4.497, -2.906], [2.900, -3.316, -2.879], [2.984, -2.649, -1.493], [4.436, -3.272, -0.632], [4.035, -4.211, 0.396], [5.459, -2.251, -0.386], [5.056, -4.273, -2.065], [4.156, -4.820, -3.890], [3.243, -5.352, -2.550], [1.870, -3.490, -3.188], [3.228, -2.514, -3.540], [2.143, -2.671, -0.800], [3.317, -1.621, -1.630], [5.613, -5.111, -1.646], [5.802, -3.711, -2.626], [-0.042, 0.908, -1.844], [-0.454, -0.540, -1.777], [-0.661, -0.985, -0.336], [0.472, 0.097, 0.764], [1.887, -0.371, 0.660], [-0.276, 0.360, 2.011], [0.237, 1.531, -0.436], [-0.796, 1.413, -2.446], [0.920, 1.111, -2.315], [0.409, -1.098, -2.141], [-1.248, -0.839, -2.461], [-0.487, -2.029, -0.079], [-1.690, -0.718, -0.097], [1.120, 2.137, -0.230], [-0.625, 2.031, 0.005], [-0.109, 1.754, -6.284], [0.216, 0.410, -5.540], [-0.198, -0.734, -6.566], [-1.585, -0.082, -7.616], [-2.863, -0.717, -7.207], [-1.197, 0.017, -9.011], [-1.546, 1.639, -6.872], [0.529, 1.900, -7.155], [0.061, 2.564, -5.575], [-0.474, 0.208, -4.721], [1.269, 0.259, -5.303], [-0.508, -1.711, -6.195], [0.688, -0.987, -7.147], [-2.239, 1.667, -6.031], [-1.963, 2.407, -7.523], [6.640, 2.831, -0.154], [6.496, 1.449, 0.396], [5.041, 0.942, 0.357], [3.911, 2.396, 0.157], [3.090, 2.619, 1.367], [3.313, 2.429, -1.217], [5.375, 3.653, 0.229], [6.784, 2.763, -1.232], [7.473, 3.375, 0.292], [6.929, 1.512, 1.394], [7.102, 0.739, -0.166], [4.776, 0.423, 1.278], [4.864, 0.309, -0.513], [5.334, 4.017, 1.256], [5.109, 4.485, -0.424], [-3.646, -3.208, -2.612], [-2.907, -3.024, -3.922], [-1.786, -4.049, -4.034], [-1.569, -4.818, -2.385], [-0.751, -4.016, -1.522], [-1.227, -6.222, -2.610], [-3.335, -4.532, -2.004], [-4.712, -3.007, -2.722], [-3.286, -2.375, -2.009], [-2.490, -2.018, -3.974], [-3.559, -3.041, -4.795], [-0.867, -3.764, -4.547], [-2.324, -4.826, -4.577], [-3.464, -4.694, -0.934], [-3.916, -5.276, -2.547]], "spin_multiplicity": 2, "e_lumo_ev": [-2.193, -8.613], "s_squared": 0.758, "homo_energy_ha": [-0.422, -0.421], "charge": 1}

No. 3
{"formula": "C5H8O3", "method": "ωB97M-V/def2-TZVPD", "symbols": ["C", "C", "C", "O", "O", "H", "H", "H", "H", "C", "C", "O", "H", "H", "H", "H"], "coordinates": [[-1.533, 1.329, 0.423], [-0.486, 0.991, 1.446], [0.858, 0.486, 0.903], [-0.655, 1.062, 2.641], [1.200, 0.790, -0.306], [1.615, 0.451, 1.698], [-1.917, 0.441, -0.081], [-2.347, 1.883, 0.885], [-1.136, 1.964, -0.370], [1.203, -1.081, -0.908], [0.396, -1.390, -1.913], [0.660, -1.209, 0.604], [-0.271, -1.487, 0.567], [2.260, -1.276, -0.864], [-0.669, -1.203, -1.889], [0.823, -1.752, -2.836]], "e_above_lowest_ev": 4.407, "e_lumo_ev": 0.283, "homo_energy_ha": -0.340, "charge": 0}

No. 4
{"formula": "C22H20N", "method": "ωB97M-V/def2-TZVPD", "symbols": ["C", "C", "C", "N", "H", "H", "H", "H", "H", "H", "H", "C", "C", "C", "C", "C", "C", "C", "C", "C", "C", "C", "C", "C", "C", "C", "C", "C", "C", "C", "H", "H", "H", "H", "H", "H", "H", "H", "H", "H", "H", "H", "H"], "coordinates": [[-5.744, 1.238, 1.110], [-4.729, 0.556, 1.600], [-3.421, 0.417, 0.900], [-2.401, 1.331, 1.404], [-6.666, 1.340, 1.645], [-5.678, 1.733, 0.163], [-4.823, 0.102, 2.572], [-3.064, -0.622, 0.965], [-3.562, 0.612, -0.171], [-2.284, 1.220, 2.405], [-1.491, 1.171, 0.982], [1.006, -0.042, -0.109], [1.712, 0.982, 0.654], [1.382, 2.346, 0.587], [2.179, 3.294, 1.190], [3.323, 2.918, 1.873], [3.660, 1.580, 1.969], [2.867, 0.625, 1.375], [1.059, -1.456, 0.189], [0.849, -2.194, -1.000], [0.954, -3.577, -1.024], [1.208, -4.234, 0.162], [1.329, -3.526, 1.356], [1.265, -2.149, 1.388], [0.550, -1.252, -2.052], [0.588, 0.052, -1.495], [0.309, 1.141, -2.328], [0.022, 0.910, -3.659], [0.033, -0.375, -4.196], [0.294, -1.468, -3.398], [0.483, 2.645, 0.075], [1.918, 4.338, 1.131], [3.953, 3.666, 2.329], [4.562, 1.292, 2.485], [3.164, -0.411, 1.393], [0.873, -4.106, -1.959], [1.319, -5.304, 0.161], [1.471, -4.070, 2.274], [1.297, -1.611, 2.319], [0.287, 2.136, -1.924], [-0.220, 1.740, -4.300], [-0.164, -0.521, -5.245], [0.329, -2.468, -3.797]], "e_above_lowest_ev": 0.000, "e_lumo_ev": -6.176, "homo_energy_ha": -0.426, "charge": 1}